Computed, not measured: a structure of composition C18H24N2O3 in a non-equilibrium geometry, with ωB97M-V/def2-TZVPD.

Multiplicity = 1
HOMO-LUMO gap = 8.5 eV
Total energy = -28163.9669 eV
Energy above the lowest of the compared OMol25 structures with the same formula, charge and spin = 373.7 kcal per mole

Cartesian coordinates (Å):
C: -7.03981 -0.16324 -0.82045
C: -5.93918 0.48594 0.02433
H: -6.36607 0.75801 0.99279
H: -5.69842 1.42841 -0.39127
O: -4.93759 -0.54738 0.01023
C: -4.00824 -0.00487 0.96314
O: -4.05860 1.02492 1.62841
C: -2.85381 -0.92064 0.88923
C: -2.56472 -1.54623 -0.44042
C: -1.81450 -0.58976 -1.26985
N: -0.68720 0.13911 -0.63178
C: 0.03867 0.86667 -1.66089
C: 1.53096 0.95155 -1.09211
O: 1.84975 2.38070 -0.76499
N: 2.31052 0.06993 -0.82462
C: 3.52807 0.14302 -0.00844
C: 4.36678 1.14275 0.23796
C: 5.55566 1.07555 0.81699
C: 6.21489 -0.02755 0.89729
C: 5.33819 -1.21748 0.75987
C: 4.06803 -1.10569 0.00518
C: 2.99527 -2.04521 -0.15821
H: 3.53584 -2.75187 -0.94990
H: 2.68807 -2.63666 0.73380
C: 1.99276 -1.14301 -1.20842
H: 1.09111 -1.51779 -0.57257
H: 1.98313 -1.65789 -2.05236
H: 5.80132 -2.09183 0.78728
H: 7.01630 -0.28153 1.49986
H: 6.21386 1.96025 1.06125
H: 3.93985 2.39887 -0.03995
H: 0.25744 0.19658 -2.62121
H: -0.33631 1.76076 -1.76822
C: -0.94855 0.51275 0.56837
C: -1.60031 -0.37798 1.59882
H: -1.77178 0.44486 2.53827
H: -0.83222 -1.09647 1.67418
H: 0.00708 1.04939 1.26600
H: -1.61798 1.53847 0.43090
H: -1.71819 -0.88436 -2.12127
H: -2.47971 0.20503 -1.29957
H: -3.55899 -1.88072 -0.57113
H: -1.91793 -2.44470 -0.16291
H: -3.25384 -1.86039 1.71630
H: -8.06550 0.53805 -1.09148
H: -6.48409 -0.39316 -1.89253
H: -7.32223 -1.23088 -0.45796

Löwdin atomic charge list, values in e, 2 entries: C -0.113; C -0.294

***

Computed, not measured: a cluster of 2 separate species, C6H16N in total in a non-equilibrium geometry, with ωB97M-V/def2-TZVPD.

Multiplicity = 1
HOMO-LUMO gap = 10.0 eV
Charge = +1
Total energy = -7961.6415 eV
Energy above the lowest of the compared OMol25 structures with the same formula, charge and spin = 87.4 kcal per mole

Cartesian coordinates (Å):
C: 1.51863 -1.40641 -0.64132
C: 1.01342 -0.09601 0.08013
C: 0.18312 0.94088 -0.62531
C: -0.99008 -0.00039 -0.97043
C: -1.83748 -0.61064 0.18830
C: -2.46206 0.57321 0.97061
N: 2.60829 1.02330 0.82510
H: 1.78744 -1.25533 -1.68156
H: 0.73062 -2.16383 -0.82879
H: 2.35412 -1.92779 -0.13361
H: 0.74801 -0.47649 1.06803
H: 0.69698 1.34434 -1.49328
H: -0.18851 1.79716 -0.00638
H: -1.65272 0.55439 -1.63586
H: -0.73390 -0.79782 -1.68337
H: -1.28299 -1.31618 0.83162
H: -2.67681 -1.10282 -0.32909
H: -1.62983 1.07898 1.41892
H: -3.06117 1.19479 0.26649
H: -3.18702 0.14164 1.62788
H: 3.42577 0.84800 1.40100
H: 1.81415 1.03414 1.44154
H: 2.82203 0.62290 -0.09065

Löwdin atomic charge list, values in e, 2 entries: C -0.039; C -0.084

***

Computed, not measured: a cluster of 8 separate species, C46H48N9S in total in a non-equilibrium geometry, with ωB97M-V/def2-TZVPD.

Multiplicity = 1
HOMO-LUMO gap = 4.5 eV
Charge = -1
Total energy = -72722.8964 eV

Cartesian coordinates (Å):
C: 4.14624 -3.60906 -1.54834
C: 3.91376 -3.14399 -0.04927
C: 5.30480 -3.43679 0.70781
C: 2.82283 -3.98097 0.70866
C: 1.34969 -3.84019 0.11039
N: 1.23442 -4.68925 -1.14137
C: 0.06223 -4.96653 -1.29175
S: -1.38986 -5.12315 -2.03482
C: 1.10915 -2.35511 -0.21850
C: 1.03853 -1.44550 0.94014
C: 0.85582 -0.03751 0.54282
C: 0.77238 0.22270 -0.87625
N: 0.79762 -0.62204 -1.92943
C: 0.96809 -1.93246 -1.61293
H: 3.56995 -2.94834 -2.24288
H: 5.23275 -3.40913 -1.77176
H: 3.88127 -4.68234 -1.70809
H: 3.78191 -2.03711 0.00274
H: 5.06877 -3.60964 1.78602
H: 5.76859 -4.32818 0.20996
H: 5.98846 -2.55633 0.57847
H: 2.80008 -3.76107 1.80937
H: 3.11315 -5.06622 0.61738
H: 1.14236 -1.77344 1.99056
H: 0.81810 0.76685 1.31463
H: 0.66628 1.30774 -1.14232
H: 1.00944 -2.65713 -2.45860
N: 2.55528 3.48164 -1.93606
C: 3.19200 2.34940 -2.25894
C: 4.39080 2.31148 -2.95613
C: 4.96205 3.51127 -3.34522
C: 4.32038 4.69730 -3.02411
C: 3.12854 4.62699 -2.32184
H: 2.70513 1.43531 -1.93592
H: 4.86249 1.36561 -3.18756
H: 5.89755 3.52316 -3.89279
H: 4.73582 5.65466 -3.31166
H: 2.59147 5.52944 -2.04488
N: -6.29157 -6.95622 1.31770
C: -5.62345 -8.08197 1.04377
C: -4.41101 -8.11677 0.37271
C: -3.85716 -6.91576 -0.04403
C: -4.53009 -5.73626 0.22601
C: -5.73642 -5.80907 0.90740
H: -6.09765 -8.99661 1.38658
H: -3.91358 -9.05893 0.18078
H: -2.91083 -6.89864 -0.57303
H: -4.12768 -4.78052 -0.08442
H: -6.29773 -4.91431 1.14397
N: 6.92037 -0.65592 2.14692
C: 7.85090 -1.29740 2.85873
C: 8.91961 -0.66696 3.47838
C: 9.03316 0.70837 3.34983
C: 8.08122 1.39483 2.61380
C: 7.04997 0.66955 2.03749
H: 7.72020 -2.37267 2.92776
H: 9.64292 -1.23802 4.04602
H: 9.85390 1.23908 3.81833
H: 8.13631 2.46863 2.49080
H: 6.27836 1.16320 1.45543
N: 6.43140 3.39203 5.74910
C: 5.58197 4.42108 5.83173
C: 4.22887 4.32956 5.54671
C: 3.72426 3.10143 5.14879
C: 4.58472 2.02016 5.05396
C: 5.92115 2.21713 5.36522
H: 6.02363 5.36191 6.14377
H: 3.58732 5.19684 5.63334
H: 2.67216 2.98851 4.91532
H: 4.22800 1.04595 4.74595
H: 6.63277 1.40008 5.30883
N: -1.69255 3.80522 -2.25773
C: -2.88029 4.25059 -1.83052
C: -3.04031 5.37400 -1.03293
C: -1.90709 6.07512 -0.65180
C: -0.66593 5.63178 -1.08023
C: -0.61279 4.49846 -1.87888
H: -3.73479 3.66972 -2.15068
H: -4.02698 5.69035 -0.71841
H: -1.99032 6.95782 -0.02734
H: 0.24123 6.15299 -0.80191
H: 0.33542 4.11519 -2.24123
N: -5.78072 4.02730 -3.20672
C: -6.27241 3.04330 -3.96607
C: -7.27542 3.22199 -4.90612
C: -7.80328 4.49253 -5.06735
C: -7.31084 5.52878 -4.29024
C: -6.30399 5.24435 -3.38143
H: -5.82978 2.06658 -3.80143
H: -7.63322 2.38801 -5.49543
H: -8.58957 4.67362 -5.79093
H: -7.69824 6.53462 -4.38745
H: -5.88338 6.02329 -2.75341
N: -8.35786 -3.86199 0.79562
C: -8.28408 -2.68570 1.42579
C: -9.06235 -1.58555 1.10087
C: -9.96772 -1.70868 0.05973
C: -10.06108 -2.91795 -0.61026
C: -9.23899 -3.95742 -0.20368
H: -7.55839 -2.63700 2.23122
H: -8.96117 -0.65757 1.64828
H: -10.59381 -0.87159 -0.22654
H: -10.75588 -3.05221 -1.42906
H: -9.27772 -4.92424 -0.69487

Löwdin atomic charge list, values in e, 2 entries: C -0.098; C -0.393

***

Computed, not measured: a structure of composition C45H33AsCrN4O, with ωB97M-V/def2-TZVPD.

Multiplicity = 5
HOMO-LUMO gap (alpha / beta) = 5.1 / 7.5 eV
Total energy = -144466.9065 eV
⟨S²⟩ = 6.05
Energy above the lowest of the compared OMol25 structures with the same formula, charge and spin = 0.0 kcal per mole

Cartesian coordinates (Å):
Cr: -0.05325 -0.78343 -0.41597
O: 2.52311 -3.82125 0.18430
C: 2.49167 -1.32457 0.38233
N: 1.84673 -0.16573 -0.23277
C: 2.44431 0.17404 -1.51052
C: 1.37852 0.61795 -2.47529
C: 1.64416 1.39733 -3.59918
C: 0.60610 1.79795 -4.40797
C: -0.68843 1.40786 -4.09328
C: -0.88117 0.61604 -2.98190
N: 0.12769 0.23874 -2.18927
C: 1.67465 -1.57077 1.65908
C: 2.20649 -1.92321 2.88479
C: 1.35120 -2.14936 3.94908
C: -0.01516 -2.04803 3.75920
C: -0.47956 -1.70746 2.50233
N: 0.34189 -1.45369 1.48759
H: 2.95627 -0.68321 -1.97769
H: 3.19706 0.97064 -1.44774
H: 2.66694 1.68654 -3.80929
H: 0.79702 2.41519 -5.27872
H: -1.53554 1.69904 -4.69965
H: -1.85991 0.24340 -2.70343
H: 3.27752 -2.03610 2.98814
H: 1.75105 -2.40863 4.92283
H: -0.71808 -2.23183 4.56065
H: -1.53761 -1.64516 2.27803
C: -3.98454 -2.60233 -1.53983
C: -3.53222 -3.75620 -2.16224
C: -2.16904 -4.02631 -2.22779
C: -1.24633 -3.14284 -1.67018
C: -1.67785 -1.94400 -1.02456
C: -3.05702 -1.71675 -0.98714
C: 0.20969 -3.36549 -1.66618
C: 0.96006 -4.31718 -2.35035
C: 2.33985 -4.35682 -2.22802
C: 3.03444 -3.56867 -1.18695
C: 4.50416 -3.45867 -1.33442
C: 5.33684 -2.62124 -0.72162
C: 5.06425 -1.54912 0.25210
C: 3.92601 -1.04225 0.72038
C: 2.17735 -2.59067 -0.46595
N: 0.86659 -2.41208 -0.93244
H: -5.04770 -2.39230 -1.48672
H: -4.24171 -4.45393 -2.59196
H: -1.82712 -4.93983 -2.70351
H: -3.44070 -0.81211 -0.52344
H: 0.45312 -4.99736 -3.02791
H: 2.93859 -5.02112 -2.84298
H: 4.94026 -4.16563 -2.03814
H: 6.38900 -2.73322 -0.96951
H: 5.96568 -1.08214 0.64041
H: 4.01536 -0.21309 1.42130
C: -4.86432 3.84737 -1.13569
C: -3.57019 4.31027 -1.32325
C: -2.48807 3.57207 -0.85908
C: -2.70158 2.36842 -0.20116
C: -3.99939 1.89678 -0.02638
C: -5.07851 2.63748 -0.48624
As: -1.22084 1.30778 0.48126
C: -1.57897 1.43677 2.38481
C: -2.53582 0.75877 3.12212
C: -2.58144 0.92065 4.50084
C: -1.65133 1.73933 5.13265
C: -0.68868 2.41146 4.39196
C: -0.65220 2.27128 3.00949
C: 0.29636 2.95754 2.09582
C: 1.27428 3.86788 2.47784
C: 2.08062 4.46130 1.51706
C: 1.91526 4.15538 0.17039
C: 0.94497 3.24147 -0.21690
C: 0.14282 2.65194 0.74550
H: -5.70575 4.42624 -1.49550
H: -3.39707 5.25227 -1.82929
H: -1.48423 3.94875 -0.99978
H: -4.17842 0.95117 0.46940
H: -6.08578 2.26708 -0.34026
H: -3.24350 0.09644 2.63642
H: -3.33528 0.40395 5.08131
H: -1.67254 1.84878 6.21024
H: 0.03342 3.04352 4.89583
H: 1.40917 4.11988 3.52345
H: 2.84067 5.17178 1.81836
H: 2.54516 4.62562 -0.57496
H: 0.82049 2.99971 -1.26425

Löwdin atomic charge list, values in e, 2 entries: Cr 0.591; O 0.078